Arrangement 1

13
Properties=species:S:1:pos:R:3 method="wB97M-V/def2-TZVPD" e_lumo_ev=-0.19 homo_lumo_gap_ev=6.4 spin_multiplicity=1
C -0.09233 -0.71697 0.98587
C -0.90165 -0.78722 -0.20442
C -1.16412 0.33092 -1.00084
N 1.61469 1.11178 0.06561
H 0.37416 -1.67589 1.18196
H 0.64385 0.28062 0.80696
H -0.62668 -0.43351 1.89305
H -1.41301 -1.72102 -0.41215
H -0.04707 -0.16493 -1.10802
H -1.89299 0.28753 -1.79848
H -0.97430 1.31381 -0.59333
H 2.26756 1.84672 0.39536
H 2.21187 0.32817 -0.21157

***

Arrangement 2

13
Properties=species:S:1:pos:R:3 method="wB97M-V/def2-TZVPD" e_lumo_ev=-0.57 homo_lumo_gap_ev=6.4 spin_multiplicity=1
C 0.89066 0.43656 0.67409
C -0.45619 0.83218 0.58784
N -0.16647 -1.56792 2.39634
C -1.36289 -1.31694 2.32718
H -1.09122 0.67948 -0.28245
H 1.38601 -0.43125 0.24781
H 1.63990 1.15665 0.99230
H -0.83042 1.63656 1.20127
H 2.26228 0.86544 -6.52356
H -0.20387 -0.35172 0.81747
H -1.74940 -0.36456 1.77772
H -2.22436 -1.90793 2.66402
H 1.90597 0.33345 -6.88004

***

Which is less stable than every other structure shown? arrangement 2 is.